ORCA calculation (wB97M-V/def2-TZVPD) on the ion C4H10N3 with charge +1 at a distorted geometry.

Values from the calculation:
* SMILES: CN1CN1[NH+]1CC1
* E_LUMO: -3.1 eV
* E_HOMO: -14.543 eV
* charge: +1
* orbital gap: 11.46 eV
* energy: -8768.6895 eV
* F_max: 3.06 eV Å⁻¹
* spin multiplicity: 1
* energy above the lowest of the compared OMol25 structures with the same formula, charge and spin: 136.3 kcal per mole

Last columns: bonded neighbours and bond lengths (Å).
Atoms and positions in Å:
1 N -1.37887 0.09841 -0.47741  N2 1.428, C4 1.353, C7 1.445
2 N -0.21763 -0.20612 0.29572  N1 1.428, N3 1.450, C4 1.411
3 N 1.00487 -0.35342 -0.46945  N2 1.450, C5 1.489, C6 1.440, H15 1.043
4 C -0.72895 1.10172 0.15588  N1 1.353, N2 1.411, H8 1.071, H9 1.067
5 C 2.04534 0.66517 -0.15943  N3 1.489, C6 1.510, H10 1.084, H11 1.131
6 C 2.13043 -0.76088 0.33070  N3 1.440, C5 1.510, H13 1.066, H14 1.056
7 C -2.47384 -0.65091 0.09380  N1 1.445, H12 1.128, H16 1.112, H17 1.058
8 H -0.19485 1.68484 -0.56715  C4 1.071
9 H -1.14419 1.42522 1.08345  C4 1.067
10 H 2.64348 0.97403 -1.00960  C5 1.084
11 H 1.74936 1.28046 0.74280  C5 1.131
12 H -3.39608 -0.38494 -0.49843  C7 1.128
13 H 1.84838 -0.92478 1.34512  C6 1.066
14 H 2.80149 -1.44121 -0.11788  C6 1.056
15 H 0.97503 -0.61850 -1.47750  N3 1.043
16 H -2.83712 -0.41627 1.11835  C7 1.112
17 H -2.07412 -1.57671 -0.22717  C7 1.058

Atomic partial charges in e from the Löwdin method, atoms 1 to 6: atom 1 (N): -0.11, atom 2 (N): 0.00, atom 3 (N): -0.04, atom 4 (C): -0.15, atom 5 (C): 0.01, atom 6 (C): -0.01